Entry 1:
{"formula": "C4H16N8O4Rb", "method": "the ωB97M-V functional and the def2-TZVPD basis", "relative_energy_kj_mol": 422.06, "total_energy_ha": -925.00308, "gap_ha": 0.3451, "charge": 1, "max_force_ev_per_a": 8.19, "multiplicity": 1, "species": ["Rb", "C", "O", "N", "N", "H", "H", "H", "H", "C", "O", "N", "N", "H", "H", "H", "H", "C", "O", "N", "N", "H", "H", "H", "H", "C", "O", "N", "N", "H", "H", "H", "H"], "coordinates": [[0.94680, 0.66945, 0.91621], [3.48727, 0.36456, 4.97152], [3.64978, 0.52193, 3.77510], [2.49425, 0.90270, 5.53700], [4.20488, -0.35796, 5.68788], [2.51155, 0.91320, 6.54680], [2.05433, 1.50562, 4.85652], [4.98751, -0.83153, 5.25973], [3.79447, -0.80379, 6.49591], [-1.99384, 4.28081, -0.52704], [-0.98320, 3.87143, -0.10308], [-2.13442, 4.91276, -1.64248], [-3.14842, 4.09432, 0.03968], [-3.09269, 5.06526, -1.92278], [-1.34678, 5.30992, -2.13440], [-3.98605, 4.22030, -0.51041], [-3.20271, 3.46541, 0.82811], [-3.10004, -0.98583, -1.42901], [-2.68325, -0.53435, -0.37832], [-4.18235, -0.63174, -1.98224], [-2.47508, -1.82672, -2.15529], [-4.26740, -0.71247, -2.98540], [-4.91498, -0.09722, -1.53767], [-2.50436, -1.60507, -3.14023], [-1.66485, -2.25590, -1.73169], [1.95285, -3.45055, -2.48026], [1.45215, -2.80003, -1.55737], [1.43639, -3.48308, -3.63415], [3.08779, -4.11388, -2.32512], [0.55808, -3.03145, -3.84556], [1.99135, -3.90146, -4.36701], [3.60553, -3.97439, -1.46920], [3.46548, -4.70013, -3.05571]], "atomic_forces_ev_per_a": [[-0.1, 0.0, -0.1], [-0.2, 0.8, -5.1], [0.7, 0.4, -2.6], [-4.3, 2.3, 2.4], [4.9, -5.0, 4.3], [-0.8, 0.9, -0.3], [-0.6, 0.4, 1.2], [-0.2, 0.0, 0.1], [0.4, 0.1, 0.0], [-1.0, -0.2, -0.4], [5.2, -1.8, 2.4], [-0.3, 2.4, -4.2], [-4.1, -1.1, 2.6], [0.7, 0.6, -0.6], [-0.4, -0.2, 0.0], [0.0, -0.1, 0.6], [0.0, 0.1, -0.3], [1.6, 2.2, 3.9], [0.3, 0.0, 2.0], [-6.3, 2.7, -2.8], [3.8, -4.0, -2.9], [-0.4, -0.3, 0.3], [0.6, 0.1, 0.1], [0.4, -0.9, 0.0], [0.3, 0.3, -0.5], [0.4, 1.7, 4.7], [-0.2, 0.3, 0.6], [-1.9, -0.6, -5.6], [2.1, -1.2, 0.3], [0.4, -0.2, 0.1], [-0.6, 0.2, -0.3], [-0.2, -0.2, -0.3], [0.1, 0.1, 0.4]]}

=====

Entry 2:
{"formula": "C7H9FNPS", "method": "the ωB97M-V functional and the def2-TZVPD basis", "relative_energy_kj_mol": 131.57, "total_energy_ha": -1166.15067, "gap_ha": [0.2918, 0.2655], "charge": 0, "max_force_ev_per_a": 4.44, "multiplicity": 1, "species": ["C", "C", "C", "C", "C", "C", "C", "N", "F", "P", "S", "H", "H", "H", "H", "H", "H", "H", "H", "H"], "coordinates": [[-1.37254, -2.58620, 0.42343], [0.78063, -2.31949, 1.44505], [-1.14077, -1.44866, -0.36307], [0.99391, -1.25257, 0.56966], [-0.38586, -2.97767, 1.29224], [0.01862, -0.82628, -0.31703], [-1.63146, 2.89671, -0.16019], [1.98974, 2.86057, -1.51842], [-0.55392, -4.14399, 2.01367], [0.42848, 0.58476, -1.41435], [1.91029, 1.48027, -0.48474], [-2.32007, -3.06226, 0.55850], [1.45041, -2.77335, 2.11466], [-1.87467, -0.88619, -0.99430], [1.96393, -0.80856, 0.35961], [-1.32585, 2.83272, 0.85663], [-2.56123, 2.53296, -0.53643], [-1.05638, 3.41187, -0.92364], [1.87328, 3.55221, -0.78211], [2.81345, 2.93315, -2.13917]], "atomic_forces_ev_per_a": [[-0.4, 0.8, 0.1], [0.5, 1.0, -1.3], [-4.1, -0.7, -0.6], [1.2, -0.6, 0.2], [-1.1, -1.5, 0.2], [3.9, 2.1, 0.2], [0.4, 0.2, -1.3], [-0.2, -0.2, 0.5], [-0.1, 1.0, -0.4], [-2.9, -1.1, -1.5], [2.2, 0.5, 0.9], [-0.5, -0.3, -0.5], [1.2, 0.0, 0.7], [0.0, -1.4, 0.6], [0.2, -0.3, 1.0], [0.1, -0.1, 0.4], [-0.5, -0.3, 0.3], [0.2, 0.0, 0.5], [0.5, 0.8, -1.1], [-0.5, 0.0, 1.1]]}

=====

Number 2 is which compound?
C7H9FNPS